Formula: C4H12N3
Source: the OMol25 dataset
Level of theory: the ωB97M-V functional and the def2-TZVPD basis

XYZ file:
```
19
Properties=species:S:1:pos:R:3:forces:R:3:mulliken_charge:R:1
C 1.2242 -0.0017 0.1299 1.3540 -0.4672 -0.6602 0.677
C 1.2446 -1.5025 -0.0239 3.1353 1.4256 -1.3993 -1.317
C -2.5483 0.3306 0.1107 -2.2937 0.5543 -0.3882 -1.424
C -1.1905 0.0550 -0.4298 -1.3866 0.8985 -1.5818 -0.188
N 1.8779 0.7838 -0.8346 -1.6748 2.3555 -0.1851 -0.417
N 2.3545 0.7558 0.5097 1.3961 -3.8139 -0.4299 -0.465
N -0.1024 0.5029 0.4753 -0.3251 1.3902 2.3065 -0.081
H 0.5897 -1.8562 0.7222 -0.7865 -1.4834 0.3558 0.362
H 2.3660 -1.8223 0.1579 -2.4666 0.3776 -0.3972 0.366
H 0.9845 -1.5631 -1.1333 -0.0331 -1.1110 1.6811 0.376
H -2.7863 -0.2927 0.9471 0.0418 -0.3791 0.8371 0.439
H -2.7613 1.3737 0.3991 0.1642 -0.3164 -0.2902 0.383
H -3.3401 -0.0012 -0.6495 1.2604 0.7105 0.8078 0.355
H -1.1130 0.6475 -1.3683 0.5356 -0.8195 0.4523 0.282
H -1.2691 -1.0254 -0.5901 1.3465 0.2524 -0.1203 0.297
H 2.4923 0.3221 -1.4539 0.8677 -0.9743 -0.5250 0.265
H 2.3075 1.5702 1.0028 -0.7472 2.9771 1.3223 0.181
H -0.3232 0.1338 1.4523 0.2596 0.6963 -1.2729 0.427
H -0.0071 1.5897 0.5765 -0.6478 -2.2731 -0.5129 0.480
```
Forces are in eV/Å.

Computed properties:
energy relative to the best compared isomer or geometry (same formula, charge and spin) = 97.0 kcal/mol
total charge = +1
HOMO energy = -14.036 eV
SMILES = CC[NH2+]C1(C)NN1
2S+1 = 1
electronic energy = -8803.529 eV
lowest unoccupied orbital energy = -0.126 hartree
HOMO-LUMO gap = 10.60 eV